The following is a DFT calculation (ωB97M-V/def2-TZVPD) of 2 unconnected molecules or ions with the total composition C3H5O2P in a non-equilibrium geometry.

```
! wB97M-V def2-TZVPD RIJCOSX def2/J DEFGRID3
* xyz 0 1
P -0.994 1.383 0.304
O 1.696 0.052 1.864
O 2.544 0.900 -0.055
C -0.596 -1.220 -0.753
C -0.741 0.043 -1.042
C 1.986 0.532 0.880
H -0.247 0.768 1.272
H -2.098 0.725 0.867
H -0.404 -1.963 -1.571
H -0.746 -1.720 0.218
H -0.400 0.502 -1.985
*
```

* energy relative to the best compared isomer or geometry (same formula, charge and spin): 1.262 eV
* HOMO energy: -9.90 eV
* SMILES string: O=C=O.C=CP
* gap between HOMO and LUMO: 10.56 eV